{"formula": "C21H24MnN2OP2Se", "method": "ωB97M-V/def2-TZVPD", "total_energy_ha": -5233.9276, "e_lumo_ha": [-0.2802, -0.3415], "orbital_gap_ha": [0.2349, 0.1961], "multiplicity": 4, "s2": 3.923, "total_charge": 2, "symbols": ["C", "C", "C", "C", "C", "C", "C", "C", "C", "C", "C", "C", "C", "H", "H", "H", "H", "H", "H", "H", "N", "Mn", "C", "H", "H", "C", "H", "H", "P", "P", "C", "H", "H", "H", "C", "H", "H", "H", "C", "H", "H", "H", "C", "H", "H", "H", "C", "O", "H", "Se", "C", "N"], "positions_angstrom": [[-1.482, 3.295, -1.817], [-1.233, 2.038, -1.276], [0.107, 1.556, -1.218], [1.135, 2.341, -1.772], [0.871, 3.643, -2.195], [-0.434, 4.122, -2.229], [2.500, 1.770, -2.015], [2.565, 0.291, -1.765], [1.461, -0.406, -1.242], [1.450, -1.832, -1.290], [2.589, -2.496, -1.736], [3.741, -1.791, -2.100], [3.725, -0.401, -2.113], [-2.516, 3.633, -1.901], [1.701, 4.267, -2.530], [-0.643, 5.126, -2.595], [2.730, 1.930, -3.087], [2.572, -3.586, -1.787], [4.638, -2.332, -2.399], [4.603, 0.168, -2.423], [0.422, 0.317, -0.633], [-0.140, -0.155, 1.180], [-2.390, 1.204, -0.757], [-2.481, 0.245, -1.290], [-3.338, 1.750, -0.839], [0.235, -2.620, -0.836], [-0.667, -2.341, -1.402], [0.404, -3.700, -0.945], [-2.143, 0.818, 1.022], [-0.139, -2.303, 0.948], [1.218, -3.186, 1.790], [1.040, -3.149, 2.874], [1.251, -4.233, 1.456], [2.180, -2.705, 1.574], [-1.628, -3.282, 1.324], [-1.459, -4.341, 1.082], [-1.848, -3.188, 2.396], [-2.490, -2.910, 0.754], [-2.167, 2.457, 1.823], [-3.142, 2.941, 1.681], [-1.965, 2.332, 2.895], [-1.382, 3.088, 1.389], [-3.631, -0.032, 1.617], [-3.561, -0.138, 2.708], [-4.527, 0.553, 1.367], [-3.707, -1.032, 1.171], [1.569, 0.169, 1.732], [2.736, 0.264, 1.766], [3.287, 2.322, -1.523], [-0.422, 0.031, 5.930], [-0.557, -0.178, 4.210], [-0.643, -0.328, 3.025]], "forces_ev_per_a": [[-0.052, -0.256, 0.234], [-0.064, -0.053, 0.363], [-0.179, 0.360, 0.045], [0.263, 0.299, -0.305], [-0.306, 0.046, -0.037], [0.235, -0.072, 0.033], [-0.403, -0.305, -0.280], [0.409, 0.124, -0.187], [0.406, -0.265, -0.035], [0.100, 0.144, 0.491], [-0.349, 0.017, 0.140], [0.084, 0.201, -0.007], [-0.150, -0.285, -0.092], [0.306, -0.041, 0.029], [-0.268, -0.184, -0.016], [0.049, -0.232, 0.071], [-0.153, -0.128, 0.316], [0.064, 0.311, -0.011], [-0.250, 0.138, 0.085], [-0.250, -0.220, 0.000], [-0.544, -0.302, -0.890], [-0.382, 1.623, -0.168], [-0.043, -0.076, 0.110], [-0.016, 0.268, 0.058], [0.204, -0.112, -0.200], [-0.196, 0.291, 0.253], [0.256, -0.113, 0.026], [-0.065, 0.267, -0.085], [-1.905, 0.954, -0.699], [0.792, -2.333, -0.569], [-0.141, 0.074, 0.203], [0.121, -0.091, -0.246], [-0.020, 0.268, 0.142], [-0.240, -0.122, 0.006], [-0.137, 0.281, 0.145], [0.013, 0.316, 0.023], [0.017, -0.065, -0.263], [0.227, -0.158, 0.108], [0.251, -0.086, 0.194], [0.210, -0.158, 0.014], [-0.122, 0.116, -0.256], [-0.181, -0.092, 0.091], [-0.021, -0.094, 0.068], [-0.061, 0.010, -0.281], [0.217, -0.159, 0.061], [-0.048, 0.296, 0.103], [6.739, -0.301, -0.202], [-4.779, -0.033, 0.379], [0.238, 0.147, 0.517], [-0.010, 0.044, 0.573], [-0.391, -0.377, -2.744], [0.527, 0.117, 2.693]]}